# 1
This record from OMol25 describes a structure of composition BaH14O7. The level of theory is ωB97M-V/def2-TZVPD.

Properties
- total energy (eV) = -15242.314
- orbital gap (eV) = 12.02
- molar mass (g/mol) = 263.43

The geometry in ORCA input format:
```
! RIJCOSX wB97M-V def2-TZVPD def2/J DEFGRID3
* xyz 2 1
Ba 0.61 -0.19 0.27
O 0.04 -0.90 3.03
H -0.46 -0.39 3.74
H 0.80 -1.25 3.48
O 3.18 0.91 0.20
H 4.00 0.58 0.55
H 3.17 1.84 0.44
O -1.37 1.26 1.77
H -1.55 1.44 2.71
H -1.59 2.11 1.34
O -1.32 1.28 -1.50
H -1.27 0.59 -2.13
H -2.25 1.37 -1.34
O -1.95 -1.58 0.38
H -2.45 -1.33 1.15
H -2.23 -2.45 0.00
O 1.66 0.85 -2.25
H 2.53 0.79 -2.62
H 1.16 1.38 -2.91
O -0.16 -1.71 -2.19
H -1.00 -2.19 -2.04
H 0.46 -2.41 -2.09
*
```

# 2
This record from OMol25 describes a structure of composition BaH16O8. The level of theory is ωB97M-V/def2-TZVPD.

Properties
- total energy (eV) = -17322.807
- orbital gap (eV) = 12.52
- molar mass (g/mol) = 281.45

The geometry in ORCA input format:
```
! RIJCOSX wB97M-V def2-TZVPD def2/J DEFGRID3
* xyz 2 1
Ba 14.09 23.51 10.86
O 13.14 25.80 9.42
H 12.22 25.70 9.38
H 13.23 26.70 9.09
O 14.08 21.13 9.52
H 13.30 20.72 9.13
H 14.81 20.95 8.86
O 12.25 21.87 12.25
H 11.34 21.57 12.12
H 12.49 21.32 12.97
O 15.56 21.42 12.35
H 16.00 20.72 11.90
H 15.21 21.14 13.21
O 14.65 23.79 13.70
H 14.67 22.98 14.19
H 15.23 24.44 14.11
O 16.45 22.99 9.44
H 16.50 23.48 8.61
H 17.40 23.01 9.70
O 11.56 24.64 11.82
H 11.06 24.37 12.55
H 11.21 25.52 11.90
O 11.66 22.83 9.48
H 10.89 22.94 9.96
H 11.18 22.39 8.80
*
```

# 3
This record from OMol25 describes a structure of composition BeFH6O3. The level of theory is ωB97M-V/def2-TZVPD.

Properties
- total energy (eV) = -9356.522
- orbital gap (eV) = 11.84
- molar mass (g/mol) = 82.05

The geometry in ORCA input format:
```
! RIJCOSX wB97M-V def2-TZVPD def2/J DEFGRID3
* xyz 1 1
Be -0.12 -0.29 0.22
F -0.86 -1.33 1.03
O 0.95 0.57 1.24
H 1.61 1.13 0.91
H 1.03 0.80 2.21
O 0.54 -1.04 -1.16
H 0.50 -0.75 -2.09
H 1.02 -1.87 -1.22
O -1.20 0.87 -0.21
H -2.09 0.77 0.18
H -1.37 1.14 -1.13
*
```

# 4
This record from OMol25 describes a structure of composition Br2CaI2. The level of theory is ωB97M-V/def2-TZVPD.

Properties
- total energy (eV) = -174725.965
- orbital gap (eV) = 5.71
- molar mass (g/mol) = 453.69

The geometry in ORCA input format:
```
! RIJCOSX wB97M-V def2-TZVPD def2/J DEFGRID3
* xyz -2 1
Ca 0.06 -0.47 0.13
Br 0.75 1.72 -0.01
Br -1.44 0.36 1.70
I 2.14 -1.22 -0.23
I -1.52 -0.39 -1.60
*
```

For each record above, in turn, the calculated ΔE to the lowest compared entry with this formula, charge and spin values are 21.95; 24.50; 2.18; 194.65 kcal/mol.
For each record above, in turn, the calculated HOMO values are -18.721; -18.607; -16.048; -0.522 eV.